Density functional theory data (ωB97M-V/def2-TZVPD) for a cluster of 2 separate species, C3H11N2 in total at a distorted geometry.

Bonds (Å) are listed after each position.
CARTESIAN COORDINATES (ANGSTROEM)
1 C 0.47 -1.75 0.30  C2 1.507, H5 1.097, H6 1.105, H7 1.096
2 C 0.97 -0.40 -0.14  C1 1.507, C3 1.380, H8 1.084
3 C 0.82 0.71 0.66  C2 1.380, N4 1.420, H9 1.086
4 N 1.29 2.01 0.34  C3 1.420, H10 1.009, H11 1.020
5 H 1.26 -2.32 0.82  C1 1.097
6 H -0.35 -1.67 1.04  C1 1.105
7 H 0.11 -2.37 -0.52  C1 1.096
8 H 1.61 -0.38 -1.02  C2 1.084
9 H 0.35 0.60 1.64  C3 1.086
10 H 0.73 2.75 0.73  N4 1.009
11 H 1.42 2.15 -0.66  N4 1.020
12 N -1.78 0.14 -0.62  H13 1.023, H14 1.011, H15 1.012, H16 1.055
13 H -1.41 -0.81 -0.49  N12 1.023
14 H -1.99 0.31 -1.60  N12 1.011
15 H -2.57 0.33 -0.02  N12 1.012
16 H -0.91 0.71 -0.45  N12 1.055

2S+1: 2
ΔE to the lowest compared entry with this formula, charge and spin: 283.7 kJ/mol
LUMO level (alpha / beta): 0.12 / -0.05 eV
F_max: 0.03342 Eh/bohr
Expectation value of S²: 0.753
Gap between HOMO and LUMO (alpha / beta): 2.8 / 6.4 eV

---

Density functional theory data (ωB97M-V/def2-TZVPD) for the molecule C6H13N at a distorted geometry.

Bonds (Å) are listed after each position.
CARTESIAN COORDINATES (ANGSTROEM)
1 C -0.62 2.92 -0.50  C2 1.539, H8 1.096, H9 1.079, H10 1.093
2 C -1.60 1.83 -0.03  C1 1.539, C3 1.523, H11 1.103, H12 1.098
3 C -1.35 0.41 -0.54  C2 1.523, C4 1.518, H13 1.098, H14 1.102
4 C 0.10 -0.01 -0.35  C3 1.518, C5 1.340, H15 1.097
5 C 0.51 -1.26 -0.11  C4 1.340, N6 1.374, H16 1.083
6 N 1.54 -1.65 0.72  C5 1.374, C7 1.453, H17 1.000
7 C 1.85 -3.07 0.72  N6 1.453, H18 1.090, H19 1.109, H20 1.106
8 H -0.38 2.79 -1.56  C1 1.096
9 H 0.34 2.90 0.01  C1 1.079
10 H -1.14 3.87 -0.41  C1 1.093
11 H -1.47 1.86 1.06  C2 1.103
12 H -2.62 2.20 -0.17  C2 1.098
13 H -1.94 -0.20 0.15  C3 1.098
14 H -1.53 0.19 -1.60  C3 1.102
15 H 0.91 0.72 -0.43  C4 1.097
16 H -0.28 -1.97 -0.34  C5 1.083
17 H 1.98 -1.16 1.47  N6 1.000
18 H 2.81 -3.25 1.20  C7 1.090
19 H 1.00 -3.71 1.05  C7 1.109
20 H 1.90 -3.41 -0.33  C7 1.106

ΔE to the lowest compared entry with this formula, charge and spin: 171.9 kJ/mol
Structure (SMILES): CCC/C=C/NC
LUMO level: 1.13 eV
F_max: 0.05150 Eh/bohr
Gap between HOMO and LUMO: 8.5 eV

---

Density functional theory data (ωB97M-V/def2-TZVPD) for a cluster of 17 separate species, C58H156N6O29 in total at a distorted geometry.

Bonds (Å) are listed after each position.
CARTESIAN COORDINATES (ANGSTROEM)
1 C 9.52 -13.11 25.90  C2 1.519, H4 1.094, H5 1.076, H6 1.086
2 C 10.06 -11.95 26.71  C1 1.519, O3 1.427, H7 1.120, H8 1.082
3 O 10.16 -12.10 28.12  C2 1.427, H9 0.979
4 H 9.47 -12.69 24.89  C1 1.094
5 H 8.53 -13.45 26.18  C1 1.076
6 H 10.27 -13.89 25.85  C1 1.086
7 H 9.31 -11.14 26.49  C2 1.120
8 H 11.03 -11.69 26.30  C2 1.082
9 H 11.09 -12.07 28.43  O3 0.979
10 C 13.38 -4.43 25.46  C11 1.512, H13 1.052, H14 1.091, H15 1.069
11 C 13.96 -4.43 24.07  C10 1.512, O12 1.433, H16 1.109, H17 1.124
12 O 13.50 -5.55 23.30  C11 1.433, H18 0.948
13 H 13.59 -5.32 25.99  C10 1.052
14 H 12.29 -4.40 25.44  C10 1.091
15 H 13.80 -3.56 25.92  C10 1.069
16 H 15.07 -4.46 24.03  C11 1.109
17 H 13.61 -3.51 23.51  C11 1.124
18 H 13.42 -5.24 22.41  O12 0.948
19 C 8.18 -7.05 19.01  C20 1.507, H22 1.061, H23 1.116, H24 1.106
20 C 7.63 -5.68 18.73  C19 1.507, O21 1.413, H25 1.114, H26 1.065
21 O 6.56 -5.36 19.59  C20 1.413, H27 0.940
22 H 8.42 -7.01 20.05  C19 1.061
23 H 9.09 -7.22 18.38  C19 1.116
24 H 7.51 -7.89 18.75  C19 1.106
25 H 7.22 -5.62 17.69  C20 1.114
26 H 8.36 -4.93 18.94  C20 1.065
27 H 5.91 -6.03 19.56  O21 0.940
28 C 8.47 -6.13 31.59  C29 1.540, H31 1.129, H32 1.063, H33 1.091
29 C 9.85 -5.90 32.24  C28 1.540, O30 1.376, H34 1.085, H35 1.073
30 O 9.99 -4.60 32.67  C29 1.376, H36 0.995
31 H 8.47 -5.69 30.55  C28 1.129
32 H 7.72 -5.79 32.26  C28 1.063
33 H 8.28 -7.19 31.45  C28 1.091
34 H 10.55 -6.06 31.43  C29 1.085
35 H 10.07 -6.53 33.08  C29 1.073
36 H 9.50 -3.99 32.06  O30 0.995
37 C 14.00 -11.82 28.47  C38 1.484, H40 1.086, H41 1.076, H42 1.101
38 C 15.25 -11.18 28.96  C37 1.484, O39 1.425, H43 1.130, H44 1.072
39 O 14.96 -9.79 29.11  C38 1.425, H45 0.991
40 H 13.33 -11.84 29.32  C37 1.086
41 H 14.10 -12.86 28.21  C37 1.076
42 H 13.54 -11.30 27.62  C37 1.101
43 H 16.12 -11.39 28.27  C38 1.130
44 H 15.51 -11.56 29.93  C38 1.072
45 H 14.99 -9.32 28.24  O39 0.991
46 C 8.27 -4.41 27.34  O47 1.430, H55 1.115, H56 1.074, H57 1.079
47 O 6.97 -4.83 26.89  C46 1.430, C48 1.391
48 C 6.48 -4.23 25.74  O47 1.391, C49 1.522, H58 1.080, H59 1.103
49 C 5.07 -4.75 25.50  C48 1.522, N50 1.443, H60 1.068, H61 1.117
50 N 4.61 -4.10 24.30  C49 1.443, C51 1.473, H62 1.015
51 C 3.17 -4.28 24.08  N50 1.473, C52 1.520, H63 1.073, H64 1.106
52 C 2.64 -3.50 22.89  C51 1.520, O53 1.362, H65 1.088, H66 1.082
53 O 3.26 -3.86 21.73  C52 1.362, C54 1.383
54 C 2.88 -3.24 20.56  O53 1.383, H67 1.104, H68 1.074, H69 1.065
55 H 9.06 -4.83 26.67  C46 1.115
56 H 8.39 -4.85 28.31  C46 1.074
57 H 8.38 -3.36 27.53  C46 1.079
58 H 7.14 -4.46 24.91  C48 1.080
59 H 6.42 -3.13 25.79  C48 1.103
60 H 4.46 -4.58 26.36  C49 1.068
61 H 5.16 -5.85 25.30  C49 1.117
62 H 5.13 -4.56 23.56  N50 1.015
63 H 2.70 -3.77 24.90  C51 1.073
64 H 2.78 -5.31 23.94  C51 1.106
65 H 2.75 -2.44 23.09  C52 1.088
66 H 1.57 -3.60 22.91  C52 1.082
67 H 1.83 -3.46 20.30  C54 1.104
68 H 3.48 -3.69 19.79  C54 1.074
69 H 3.08 -2.19 20.53  C54 1.065
70 C 11.43 -9.76 36.30  O71 1.378, H79 1.087, H80 1.107, H81 1.117
71 O 10.08 -9.47 36.25  C70 1.378, C72 1.405
72 C 9.72 -8.73 35.12  O71 1.405, C73 1.560, H82 1.075, H83 1.123
73 C 8.17 -8.60 35.09  C72 1.560, N74 1.479, H84 1.103, H85 1.112
74 N 7.54 -9.94 35.07  C73 1.479, C75 1.401, H86 1.015
75 C 7.42 -10.58 33.83  N74 1.401, C76 1.524, H87 1.094, H88 1.097
76 C 6.64 -9.87 32.73  C75 1.524, O77 1.386, H89 1.088, H90 1.133
77 O 5.52 -9.24 33.25  C76 1.386, C78 1.412
78 C 4.79 -8.59 32.23  O77 1.412, H91 1.116, H92 1.083, H93 1.092
79 H 11.95 -8.81 36.40  C70 1.087
80 H 11.84 -10.28 35.41  C70 1.107
81 H 11.70 -10.43 37.15  C70 1.117
82 H 10.06 -9.27 34.25  C72 1.075
83 H 10.19 -7.71 35.04  C72 1.123
84 H 7.88 -8.00 34.22  C73 1.103
85 H 7.97 -8.11 36.07  C73 1.112
86 H 8.02 -10.56 35.72  N74 1.015
87 H 7.00 -11.55 34.11  C75 1.094
88 H 8.40 -10.80 33.38  C75 1.097
89 H 6.37 -10.62 31.99  C76 1.088
90 H 7.29 -9.07 32.26  C76 1.133
91 H 4.53 -9.34 31.45  C78 1.116
92 H 5.38 -7.79 31.79  C78 1.083
93 H 3.89 -8.23 32.72  C78 1.092
94 C 9.41 -16.00 28.40  O95 1.388, H103 1.105, H104 1.119, H105 1.106
95 O 9.64 -15.17 29.49  C94 1.388, C96 1.391
96 C 10.91 -15.14 30.06  O95 1.391, C97 1.468, H106 1.087, H107 1.075
97 C 11.05 -13.99 30.96  C96 1.468, N98 1.439, H108 1.078, H109 1.079
98 N 10.35 -14.22 32.19  C97 1.439, C99 1.436, H110 1.046
99 C 10.60 -13.23 33.20  N98 1.436, C100 1.533, H111 1.090, H112 1.090
100 C 9.90 -13.58 34.52  C99 1.533, O101 1.407, H113 1.094, H114 1.126
101 O 8.55 -13.85 34.25  C100 1.407, C102 1.434
102 C 7.80 -14.12 35.44  O101 1.434, H115 1.070, H116 1.083, H117 1.078
103 H 8.59 -15.66 27.74  C94 1.105
104 H 9.24 -17.06 28.69  C94 1.119
105 H 10.33 -16.03 27.78  C94 1.106
106 H 11.53 -15.06 29.17  C96 1.087
107 H 11.17 -16.03 30.60  C96 1.075
108 H 10.65 -13.11 30.47  C97 1.078
109 H 12.08 -13.85 31.24  C97 1.079
110 H 9.33 -14.32 31.99  N98 1.046
111 H 10.42 -12.18 32.94  C99 1.090
112 H 11.68 -13.30 33.33  C99 1.090
113 H 9.96 -12.80 35.28  C100 1.094
114 H 10.43 -14.48 34.95  C100 1.126
115 H 6.76 -14.18 35.18  C102 1.070
116 H 7.96 -13.43 36.26  C102 1.083
117 H 8.08 -15.09 35.81  C102 1.078
118 C 11.77 3.33 29.53  O119 1.418, H127 1.133, H128 1.071, H129 1.098
119 O 11.94 2.70 28.27  C118 1.418, C120 1.413
120 C 10.78 2.63 27.47  O119 1.413, C121 1.477, H130 1.111, H131 1.108
121 C 11.16 2.13 26.13  C120 1.477, N122 1.465, H132 1.069, H133 1.041
122 N 11.92 0.89 26.22  C121 1.465, C123 1.475, H134 1.034
123 C 11.15 -0.29 26.66  N122 1.475, C124 1.482, H135 1.121, H136 1.060
124 C 10.08 -0.66 25.71  C123 1.482, O125 1.424, H137 1.073, H138 1.101
125 O 8.85 0.05 25.81  C124 1.424, C126 1.423
126 C 7.74 -0.56 25.15  O125 1.423, H139 1.081, H140 1.097, H141 1.119
127 H 10.82 3.00 30.05  C118 1.133
128 H 11.67 4.38 29.31  C118 1.071
129 H 12.68 3.03 30.06  C118 1.098
130 H 10.34 3.64 27.39  C120 1.111
131 H 9.94 2.11 27.99  C120 1.108
132 H 11.74 2.89 25.65  C121 1.069
133 H 10.34 1.92 25.52  C121 1.041
134 H 12.60 0.98 27.00  N122 1.034
135 H 10.63 -0.26 27.66  C123 1.121
136 H 11.85 -1.08 26.76  C123 1.060
137 H 9.79 -1.69 25.75  C124 1.073
138 H 10.51 -0.54 24.70  C124 1.101
139 H 6.81 -0.26 25.60  C126 1.081
140 H 7.81 -1.65 25.24  C126 1.097
141 H 7.77 -0.16 24.11  C126 1.119
142 C 9.79 -10.10 31.02  O143 1.406, H151 1.098, H152 1.077, H153 1.073
143 O 10.12 -8.89 30.38  C142 1.406, C144 1.421
144 C 10.50 -8.98 29.02  O143 1.421, C145 1.579, H154 1.132, H155 1.109
145 C 10.66 -7.48 28.55  C144 1.579, N146 1.471, H156 1.074, H157 1.076
146 N 10.76 -7.37 27.09  C145 1.471, C147 1.458, H158 1.021
147 C 9.48 -7.59 26.43  N146 1.458, C148 1.519, H159 1.129, H160 1.121
148 C 9.39 -7.20 24.97  C147 1.519, O149 1.399, H161 1.099, H162 1.114
149 O 10.07 -5.98 24.87  C148 1.399, C150 1.407
150 C 10.09 -5.45 23.57  O149 1.407, H163 1.098, H164 1.099, H165 1.079
151 H 9.10 -10.74 30.45  C142 1.098
152 H 9.32 -9.74 31.92  C142 1.077
153 H 10.63 -10.67 31.38  C142 1.073
154 H 9.72 -9.55 28.43  C144 1.132
155 H 11.46 -9.52 28.92  C144 1.109
156 H 11.56 -7.09 29.00  C145 1.074
157 H 9.87 -6.95 29.04  C145 1.076
158 H 11.12 -6.47 26.78  N146 1.021
159 H 8.67 -6.97 26.91  C147 1.129
160 H 9.19 -8.67 26.43  C147 1.121
161 H 8.35 -7.09 24.64  C148 1.099
162 H 9.92 -7.89 24.27  C148 1.114
163 H 10.82 -6.03 22.99  C150 1.098
164 H 10.39 -4.39 23.59  C150 1.099
165 H 9.12 -5.48 23.10  C150 1.079
166 C 11.56 -3.28 28.24  O167 1.416, H175 1.123, H176 1.101, H177 1.086
167 O 10.43 -2.77 28.91  C166 1.416, C168 1.384
168 C 10.70 -1.98 30.00  O167 1.384, C169 1.494, H178 1.109, H179 1.104
169 C 9.40 -1.55 30.60  C168 1.494, N170 1.453, H180 1.120, H181 1.084
170 N 8.60 -2.65 31.11  C169 1.453, C171 1.492, H182 0.996
171 C 7.39 -2.29 31.90  N170 1.492, C172 1.497, H183 1.117, H184 1.065
172 C 6.37 -1.58 31.06  C171 1.497, O173 1.475, H185 1.099, H186 1.107
173 O 6.00 -2.54 30.00  C172 1.475, C174 1.381
174 C 5.33 -2.03 28.91  O173 1.381, H187 1.112, H188 1.041, H189 1.081
175 H 11.26 -3.46 27.17  C166 1.123
176 H 11.99 -4.18 28.72  C166 1.101
177 H 12.34 -2.52 28.22  C166 1.086
178 H 11.32 -1.16 29.57  C168 1.109
179 H 11.22 -2.53 30.80  C168 1.104
180 H 8.82 -0.90 29.90  C169 1.120
181 H 9.57 -0.88 31.44  C169 1.084
182 H 8.40 -3.31 30.39  N170 0.996
183 H 7.70 -1.66 32.77  C171 1.117
184 H 7.04 -3.18 32.35  C171 1.065
185 H 6.58 -0.60 30.60  C172 1.099
186 H 5.44 -1.36 31.61  C172 1.107
187 H 5.19 -2.85 28.17  C174 1.112
188 H 5.95 -1.35 28.42  C174 1.041
189 H 4.32 -1.71 29.12  C174 1.081
190 C 6.67 -13.26 29.62  C191 1.510, O193 1.432, H194 1.125, H195 1.056
191 C 6.93 -13.74 31.03  C190 1.510, O192 1.421, H196 1.129, H197 1.081
192 O 7.76 -12.80 31.70  C191 1.421, H198 0.984
193 O 6.15 -11.92 29.65  C190 1.432, H199 0.987
194 H 5.87 -13.88 29.14  C190 1.125
195 H 7.57 -13.21 29.07  C190 1.056
196 H 7.46 -14.73 30.98  C191 1.129
197 H 5.99 -13.91 31.55  C191 1.081
198 H 7.58 -12.88 32.67  O192 0.984
199 H 6.93 -11.36 29.89  O193 0.987
200 C 6.42 -2.00 21.58  C201 1.491, O203 1.462, H204 1.117, H205 1.108
201 C 7.58 -2.91 21.77  C200 1.491, O202 1.416, H206 1.106, H207 1.062
202 O 7.16 -4.26 21.86  C201 1.416, H208 0.976
203 O 5.66 -1.79 22.81  C200 1.462, H209 0.980
204 H 5.70 -2.44 20.85  C200 1.117
205 H 6.71 -0.98 21.25  C200 1.108
206 H 8.10 -2.61 22.69  C201 1.106
207 H 8.19 -2.80 20.91  C201 1.062
208 H 6.93 -4.59 20.97  O202 0.976
209 H 5.41 -2.64 23.24  O203 0.980
210 C 13.91 -9.14 32.00  C211 1.516, O213 1.436, H214 1.091, H215 1.068
211 C 13.21 -10.45 32.33  C210 1.516, O212 1.398, H216 1.104, H217 1.091
212 O 13.97 -11.21 33.21  C211 1.398, H218 0.958
213 O 14.03 -8.33 33.18  C210 1.436, H219 0.986
214 H 13.39 -8.71 31.14  C210 1.091
215 H 14.89 -9.44 31.71  C210 1.068
216 H 13.00 -11.00 31.40  C211 1.104
217 H 12.23 -10.17 32.73  C211 1.091
218 H 14.11 -10.77 34.05  O212 0.958
219 H 13.20 -7.83 33.36  O213 0.986
220 C 12.92 -9.54 24.99  C221 1.497, O223 1.471, H224 1.107, H225 1.068
221 C 12.85 -9.01 23.59  C220 1.497, O222 1.385, H226 1.116, H227 1.083
222 O 14.08 -8.62 23.07  C221 1.385, H228 0.989
223 O 13.29 -8.58 26.04  C220 1.471, H229 0.989
224 H 13.69 -10.33 25.10  C220 1.107
225 H 11.96 -9.95 25.23  C220 1.068
226 H 12.17 -8.12 23.58  C221 1.116
227 H 12.49 -9.79 22.95  C221 1.083
228 H 14.23 -7.70 23.40  O222 0.989
229 H 12.40 -8.22 26.27  O223 0.989
230 C 6.53 -8.43 28.46  C231 1.520, O233 1.446, H234 1.081, H235 1.071
231 C 5.27 -7.80 27.91  C230 1.520, O232 1.425, H236 1.118, H237 1.095
232 O 5.00 -6.48 28.37  C231 1.425, H238 0.977
233 O 6.81 -9.71 27.84  C230 1.446, H239 0.958
234 H 6.46 -8.65 29.52  C230 1.081
235 H 7.42 -7.86 28.28  C230 1.071
236 H 4.39 -8.45 28.16  C231 1.118
237 H 5.26 -7.87 26.81  C231 1.095
238 H 5.72 -5.88 28.10  O232 0.977
239 H 6.13 -10.33 28.12  O233 0.958
240 C 6.17 -7.74 22.60  C241 1.550, O243 1.427, H244 1.060, H245 1.125
241 C 5.59 -8.86 23.51  C240 1.550, O242 1.448, H246 1.101, H247 1.070
242 O 6.66 -9.37 24.34  C241 1.448, H248 0.982
243 O 6.40 -6.61 23.44  C240 1.427, H249 0.978
244 H 5.43 -7.56 21.87  C240 1.060
245 H 7.11 -8.19 22.16  C240 1.125
246 H 5.18 -9.71 22.94  C241 1.101
247 H 4.79 -8.48 24.10  C241 1.070
248 H 6.31 -9.41 25.25  O242 0.982
249 H 7.05 -6.06 22.95  O243 0.978

LUMO level: 0.18 eV
F_max: 0.05590 Eh/bohr
Gap between HOMO and LUMO: 8.3 eV

---

Q: F_max of number 1 (C3H11N2)?
A: 0.03342 Eh/bohr

---

Q: F_max of number 2 (C6H13N)?
A: 0.05150 Eh/bohr

---

Q: Look up the F_max of the third one.
A: 0.05590 Eh/bohr